Here is a structure of composition C39H31BrF10N6O5PS3Sn from the Open Molecules 2025 dataset. Energies are from wB97M-V/def2-TZVPD.

XYZ file:
```
97
Properties=species:S:1:pos:R:3:lowdin_charge:R:1
Sn -0.063 -0.343 -0.814 1.3858
Br 0.612 -1.106 3.756 0.8863
S -1.064 -2.971 -2.697 0.6603
S -2.926 -1.033 -2.476 0.6464
S -0.293 -2.460 1.190 0.4569
P 1.047 1.602 2.243 1.1877
F -1.062 -3.986 -5.159 0.1930
F 0.174 -5.031 -3.724 0.1865
F 2.252 3.799 4.069 0.1078
F -4.141 -2.851 -1.085 0.1482
F 2.603 1.192 7.976 0.1871
F 0.790 -3.108 -4.499 0.1579
F 2.999 3.550 6.659 0.1678
F -5.150 -0.949 -1.152 0.1836
F 1.538 -0.944 6.626 0.1218
F -5.281 -2.299 -2.834 0.2033
O -3.198 0.190 -3.138 -0.2255
O -1.627 -3.923 -1.790 -0.2769
O -2.267 -0.866 -1.167 -0.4932
O 0.074 -2.255 -2.108 -0.4791
O -0.446 0.362 -3.366 -0.2753
N 1.067 2.049 -1.662 -0.0230
N 1.167 6.871 -3.042 0.2270
N 3.329 6.439 -3.304 0.2123
N -1.544 -4.778 0.842 0.1361
N -2.100 -2.017 -3.365 -0.2612
N -1.063 -4.181 3.037 0.1103
C 2.105 5.934 -3.002 -0.2011
C 2.677 1.490 1.429 -0.3581
C -2.117 -6.255 2.571 0.0641
C -0.674 3.645 2.891 -0.0621
C 1.804 4.579 -2.593 -0.1174
C 2.075 2.639 4.703 -0.1937
C -0.249 -3.848 -4.135 -0.6642
C -1.182 4.926 2.825 -0.0280
C 1.364 0.362 4.694 -0.5591
C 1.237 9.307 -3.601 0.0762
C 3.595 2.537 1.486 -0.0813
C 4.857 2.370 0.942 -0.0471
C -2.091 -5.957 1.220 -0.2189
C 4.042 8.812 -3.817 0.0668
C 0.443 0.258 -4.480 -0.0849
C 5.215 1.169 0.351 -0.0453
C 1.525 1.563 4.015 -0.3120
C -1.580 -5.554 4.935 -0.0024
C 2.126 10.330 -3.865 -0.0084
C 0.361 3.261 2.029 -0.3492
C -4.504 -1.842 -1.880 -0.6619
C 3.160 7.774 -3.581 -0.1358
C 0.456 4.226 -2.430 0.0287
C 2.344 2.361 -1.874 -0.1153
C 4.305 0.123 0.300 -0.0579
C 0.300 5.421 0.985 -0.0450
C 0.141 2.966 -1.963 -0.1254
C -2.601 -6.855 0.163 0.0189
C 2.766 3.601 -2.325 0.0354
C -0.694 5.815 1.875 -0.0176
C 2.274 1.305 6.709 -0.1048
C 2.458 2.519 6.038 -0.1168
C 0.811 4.139 1.042 -0.0951
C -1.596 -5.322 3.480 -0.2686
C 1.762 8.012 -3.422 -0.1553
C 3.037 0.283 0.834 -0.1382
C 1.728 0.216 6.024 -0.2376
C -1.040 -3.916 1.759 -0.7280
C 3.499 10.090 -3.981 0.0418
H -1.606 -6.614 5.168 0.0947
H -1.953 5.245 3.511 0.1263
H -3.560 -7.288 0.446 0.1073
H 0.170 9.466 -3.565 0.1395
H 4.584 -0.819 -0.145 0.1227
H -1.532 -4.523 -0.156 0.0923
H 1.753 11.334 -4.001 0.1324
H 3.064 1.582 -1.655 0.1104
H 0.692 6.121 0.261 0.1077
H -1.057 2.947 3.623 0.1234
H 2.327 -0.545 0.823 0.0520
H 5.110 8.658 -3.824 0.1361
H 0.557 1.236 -4.960 0.0945
H -1.321 0.609 -3.697 0.0619
H -0.306 4.950 -2.675 0.1277
H -1.913 -7.693 0.026 0.1133
H -2.702 -6.335 -0.787 0.0854
H 4.196 5.929 -3.352 0.1799
H 3.345 3.464 1.974 0.1047
H 3.821 3.786 -2.452 0.1212
H 5.566 3.180 1.001 0.1195
H -0.898 2.662 -1.817 0.1290
H -2.454 -5.092 5.396 0.1072
H 1.406 -0.089 -4.100 0.0909
H 4.161 10.918 -4.195 0.1418
H 1.596 3.834 0.368 0.0799
H -2.531 -7.188 2.921 0.1371
H -0.709 -5.084 5.383 0.0939
H 0.073 -0.462 -5.212 0.0957
H -1.090 6.816 1.832 0.1231
H 6.204 1.045 -0.063 0.1213
```

## Properties
* frontier orbital gap (spin up / spin down): 3.5 / 4.1 eV
* LUMO level (spin up / spin down): -11.0378 / -10.4543 eV
* energy above the lowest of the compared OMol25 structures with the same formula, charge and spin: 27.5 kcal per mole
* DFT total energy: -7531.43206 a.u.
* net charge: +3



Here is a structure of composition C39H31CdN9O3PS2 from the Open Molecules 2025 dataset. Energies are from wB97M-V/def2-TZVPD.

XYZ file:
```
86
Properties=species:S:1:pos:R:3:lowdin_charge:R:1
Cd 0.413 0.282 -0.430 1.3729
S 3.341 2.443 -0.213 0.5465
S 1.815 3.842 -2.843 1.0362
P 1.603 -2.711 -1.293 1.0568
O 4.087 1.371 0.393 -0.3109
O 4.019 3.364 -1.098 -0.3587
O 1.711 -0.601 1.495 -0.0467
N 0.485 5.417 4.054 0.1038
N 0.713 1.519 -6.309 0.1279
N -0.842 1.136 1.166 0.0490
N 2.089 1.778 -0.970 -0.2242
N -1.962 2.601 2.782 0.0698
N -0.425 0.011 -4.694 0.1080
N 0.092 2.129 -2.033 -0.0472
N 1.569 -0.188 -3.572 0.1538
N -1.239 2.923 5.125 0.0897
C 1.338 2.505 -1.838 -0.7720
C 3.931 -1.366 1.816 -0.0140
C -2.221 -2.216 -0.648 -0.1381
C 2.596 -0.874 2.283 -0.3913
C 0.319 -4.950 -2.309 -0.1050
C -0.892 -2.253 -0.475 -0.2533
C 1.826 -5.202 -4.617 -0.0917
C 2.614 3.390 1.084 -0.2896
C 0.225 3.870 -3.527 -0.4121
C 1.451 5.352 1.826 -0.0284
C 4.207 -2.064 -1.686 -0.1394
C 2.355 -0.689 3.747 -0.1567
C 0.964 0.227 5.491 -0.0655
C 1.342 -4.030 -2.557 -0.3673
C 5.324 -1.365 -2.098 -0.0856
C -0.466 -1.545 -2.867 -0.2635
C 0.192 0.821 -5.545 -0.3832
C 0.047 -5.971 -3.206 -0.0918
C 2.761 -0.663 -2.973 -0.2264
C 0.270 -0.541 -3.732 -0.2780
C -1.331 1.828 1.963 -0.3833
C -0.531 2.893 -2.987 -0.2702
C 3.008 -0.921 6.052 -0.0837
C -1.950 -1.218 -2.854 -0.0659
C -2.742 -1.578 -1.845 -0.1102
C 1.186 4.749 3.059 -0.3226
C 2.382 2.793 2.317 -0.0573
C 3.889 0.068 -3.365 -0.0235
C 1.203 -0.012 4.148 -0.0184
C 2.090 -4.171 -3.722 -0.0863
C 2.158 4.680 0.845 -0.0625
C 3.258 -1.139 4.706 -0.0335
C -1.543 2.734 4.018 -0.4145
C 0.803 -6.102 -4.364 -0.1043
C 0.089 -1.714 -1.446 -0.5281
C 2.909 -1.731 -2.090 -0.3483
C 1.684 3.463 3.300 -0.0306
C 5.152 -0.268 -2.931 -0.0693
C 1.867 -0.233 6.442 -0.0775
H 6.308 -1.646 -1.748 0.1013
H -1.556 2.671 -3.246 0.1052
H -0.014 4.796 4.681 0.0410
H -0.353 -2.491 -3.429 0.1399
H 1.496 2.993 4.257 0.0995
H -0.281 -4.851 -1.411 0.0991
H 1.798 0.585 -4.189 0.1039
H -0.758 -6.666 -3.000 0.0985
H 4.045 -2.423 2.075 0.0981
H 3.710 -1.275 6.797 0.0985
H -0.046 4.579 -4.290 0.0574
H -3.804 -1.370 -1.910 0.0950
H 2.417 -5.292 -5.520 0.0983
H 1.683 -0.045 7.492 0.1016
H 2.885 -3.468 -3.940 0.0982
H 5.997 0.333 -3.237 0.1083
H 0.592 -6.900 -5.064 0.0948
H 4.157 -1.660 4.404 0.1058
H 3.999 -1.233 0.742 0.0486
H 0.090 0.793 5.788 0.0796
H 2.355 5.148 -0.110 0.0955
H 3.759 0.928 -4.014 0.1203
H 4.319 -2.896 -1.000 0.0947
H -0.480 -2.637 0.455 0.0844
H 4.732 -0.805 2.299 0.0942
H 2.756 1.796 2.499 0.0919
H -2.893 -2.556 0.128 0.0877
H 1.087 6.356 1.636 0.1072
H -0.113 6.153 3.712 0.0854
H 0.519 0.339 3.386 0.0924
H -2.355 -0.745 -3.736 0.0899
```

## Properties
* frontier orbital gap: 7.2 eV
* LUMO level: 2.1141 eV
* energy above the lowest of the compared OMol25 structures with the same formula, charge and spin: 0.0 kcal per mole
* DFT total energy: -3528.89167 a.u.
* net charge: -1